90
Properties=species:S:1:pos:R:3:mulliken_charge:R:1 method="wB97M-V/def2-TZVPD" e_lumo_ha="-0.327 / -0.342" charge=+2 homo_energy_ev="-12.821 / -12.403"
C -0.47 6.26 -5.97 -0.34
C -0.71 4.99 -6.54 1.36
C -1.01 4.91 -7.92 -0.57
C -1.17 6.12 -8.63 -0.38
N -0.98 7.32 -8.07 -0.50
C -0.65 7.40 -6.78 -0.38
C -0.72 3.82 -5.71 0.02
C -0.59 3.41 -4.50 -1.11
C -0.71 2.96 -3.18 0.32
C 0.43 2.70 -2.37 -0.65
C 0.33 1.75 -1.36 -0.61
C -0.88 1.04 -1.23 0.45
C -2.08 1.63 -1.70 -0.94
C -1.99 2.58 -2.71 -0.32
Sn -1.25 1.59 -5.74 0.82
P 2.36 -1.26 -1.77 0.62
H -1.14 3.95 -8.42 0.37
H -0.19 6.36 -4.92 0.39
H -1.47 6.11 -9.69 0.38
H -0.52 8.41 -6.35 0.37
H -2.88 2.97 -3.21 0.63
H 1.40 3.15 -2.63 0.63
H -3.05 1.31 -1.31 0.68
H 1.19 1.49 -0.76 0.76
C 2.57 -2.89 -0.92 -0.39
C 3.62 -3.85 -1.48 -1.38
H 1.57 -3.36 -0.94 0.34
H 2.78 -2.66 0.14 0.47
H 3.80 -4.66 -0.76 0.39
H 3.31 -4.30 -2.43 0.28
H 4.59 -3.36 -1.64 0.31
C 3.17 -1.43 -3.43 -0.65
C 3.69 -0.12 -4.02 -1.21
H 2.37 -1.83 -4.08 0.32
H 3.95 -2.20 -3.37 0.47
H 3.64 -0.18 -5.12 0.42
H 3.11 0.75 -3.70 0.12
H 4.74 0.06 -3.74 0.28
C 3.53 -0.21 -0.80 -0.54
C 4.98 -0.70 -0.77 -1.46
H 3.12 -0.16 0.22 0.41
H 3.48 0.81 -1.21 0.36
H 5.63 0.07 -0.33 0.41
H 5.10 -1.61 -0.16 0.30
H 5.37 -0.91 -1.77 0.31
Br -0.79 -0.81 -0.97 0.28
P -2.55 -2.94 -3.89 -0.19
C -0.75 -3.38 -3.71 0.86
C -0.49 -4.81 -4.22 -1.40
H -0.46 -3.30 -2.65 -0.42
H -0.16 -2.64 -4.27 0.01
H 0.57 -4.96 -4.44 0.36
H -0.80 -5.54 -3.46 0.37
H -1.06 -5.02 -5.13 0.39
C -3.13 -2.84 -2.15 0.21
C -4.48 -3.50 -1.90 -1.40
H -3.16 -1.77 -1.87 -0.23
H -2.36 -3.32 -1.52 0.36
H -4.67 -3.54 -0.81 0.39
H -5.29 -2.92 -2.36 0.33
H -4.50 -4.52 -2.29 0.35
C -2.62 -1.23 -4.52 0.19
C -2.94 -1.37 -6.02 -1.49
H -1.66 -0.72 -4.31 -0.25
H -3.44 -0.69 -4.01 0.37
H -3.27 -0.42 -6.46 0.44
H -2.06 -1.73 -6.57 0.38
H -3.73 -2.13 -6.18 0.44
C -0.72 3.45 1.43 -0.71
N -0.57 1.98 1.56 0.37
C -1.66 1.49 2.43 -0.71
N -1.62 2.12 3.77 0.04
C -1.73 3.60 3.60 -0.71
N -0.64 4.15 2.74 0.04
C 0.66 3.79 3.37 -0.66
N 0.83 2.32 3.54 0.08
C 0.71 1.68 2.21 -0.69
C -0.30 1.83 4.38 -0.67
H -1.70 3.67 0.97 0.29
H 0.10 3.83 0.79 0.28
H -1.55 0.40 2.54 0.33
H -2.63 1.73 1.95 0.31
H -1.65 4.06 4.60 0.35
H -2.69 3.84 3.13 0.33
H 1.47 4.17 2.72 0.32
H 0.71 4.26 4.36 0.36
H 0.79 0.59 2.33 0.23
H 1.53 2.05 1.57 0.26
H -0.25 2.33 5.35 0.35
H -0.20 0.74 4.49 0.33